Record 1
Formula: C32H76Cl8N4
Source: the OMol25 dataset
Level of theory: ωB97M-V with the def2-TZVPD basis set

Geometry as ORCA input:
```
! RIJCOSX wB97M-V def2-TZVPD def2/J DEFGRID3
* xyz 0 1
C 0.8481 -0.8553 0.1638
C -0.4879 -0.3075 -0.3910
N -1.0734 0.7116 0.4743
C -2.4993 0.5385 0.7872
C -2.6355 -0.6757 1.6721
C -0.8097 2.1429 0.1813
C 0.6356 2.4930 0.0098
H 1.4103 -0.0158 0.5338
H 1.4620 -1.3054 -0.6311
H 0.7125 -1.4739 1.0733
H -0.3111 0.1606 -1.3585
H -1.1868 -1.1206 -0.5906
H -2.8121 1.4503 1.3009
H -3.1598 0.5262 -0.0781
H -1.8411 -1.3678 1.4074
H -2.4710 -0.4012 2.7103
H -3.5767 -1.2300 1.6151
H -1.2813 2.6731 0.9926
H -1.3032 2.5085 -0.7498
H 1.0819 1.9865 -0.8502
H 1.2618 2.2912 0.9026
H 0.7265 3.5450 -0.2391
C -0.4244 -3.8228 2.9593
C 0.3495 -3.3656 4.1588
N 0.3788 -4.4298 5.1981
C -0.8308 -4.7543 6.0057
C -1.6883 -3.5649 6.4591
C 0.9609 -5.6934 4.7586
C 2.4077 -5.5240 4.5047
H -0.5528 -3.0692 2.1791
H -1.4374 -4.1163 3.2738
H 0.0793 -4.6371 2.4411
H 1.4039 -3.0880 3.9339
H -0.0600 -2.4867 4.6897
H -1.4448 -5.4976 5.4823
H -0.3831 -5.3206 6.8584
H -1.9943 -2.9792 5.6096
H -2.5141 -4.0266 7.0197
H -1.1070 -2.8582 7.0425
H 0.4550 -6.1606 3.8909
H 0.8270 -6.4248 5.5907
H 2.5932 -4.9807 3.5696
H 2.8438 -6.5170 4.4083
H 2.8604 -4.9801 5.3010
C -6.3003 -0.2414 -0.8810
C -7.3763 -0.8175 -1.7860
N -7.1585 -0.8449 -3.1913
C -8.3788 -1.3625 -3.8750
C -9.5933 -0.4197 -3.8391
C -5.9757 -1.5340 -3.6569
C -5.7960 -3.0220 -3.2076
H -5.4976 -0.9690 -0.7815
H -6.8418 -0.1078 0.1032
H -5.9417 0.7241 -1.2640
H -7.6343 -1.7627 -1.3659
H -8.2838 -0.2346 -1.6578
H -8.1430 -1.4505 -4.9382
H -8.6839 -2.3350 -3.4686
H -9.9647 -0.3066 -2.8156
H -9.2674 0.4903 -4.3271
H -10.4712 -0.8424 -4.3186
H -5.0943 -0.9469 -3.2830
H -5.9372 -1.4446 -4.7223
H -4.9122 -3.4888 -3.7151
H -6.6546 -3.6460 -3.4275
H -5.6361 -3.1008 -2.1070
C 7.4070 2.5345 0.6026
C 6.6570 3.7378 -0.0698
N 6.0677 3.3742 -1.3407
C 4.9288 4.3093 -1.5968
C 3.6400 3.8946 -0.9251
C 6.9619 3.2752 -2.4033
C 6.4824 2.3099 -3.4928
H 6.6452 1.8295 0.9350
H 7.8557 2.9023 1.4892
H 8.1491 2.1272 -0.0902
H 5.9378 4.1160 0.6490
H 7.4389 4.4862 -0.3690
H 5.2445 5.3465 -1.3353
H 4.7448 4.2055 -2.6472
H 3.8019 3.6516 0.1109
H 2.8768 4.6704 -1.0549
H 3.2674 2.9330 -1.3040
H 7.8836 2.8811 -2.0276
H 7.2434 4.2474 -2.7672
H 6.1807 1.3680 -3.0670
H 7.2258 2.2450 -4.2754
H 5.5432 2.7329 -3.8820
Cl -2.1248 5.5975 0.2195
C -2.3515 6.1347 -1.4552
C -1.2636 5.6175 -2.2971
Cl 0.2057 6.5920 -2.2460
H -2.3348 7.2129 -1.6096
H -3.3568 5.7787 -1.7245
H -1.5493 5.5292 -3.3710
H -0.8559 4.6585 -2.0103
Cl 4.0184 0.9790 1.5260
C 4.8401 -0.2098 0.5124
C 4.8751 0.0557 -0.9319
Cl 5.3775 -1.4053 -1.8732
H 4.3399 -1.1535 0.7359
H 5.8576 -0.3471 0.8195
H 5.6147 0.8388 -1.1603
H 3.9075 0.3520 -1.3286
Cl 2.0643 0.2824 -3.6420
C 2.5994 -1.3557 -4.2231
C 1.8396 -1.7806 -5.4186
Cl 2.4803 -3.2898 -6.1174
H 2.4572 -2.0332 -3.3758
H 3.6560 -1.3703 -4.3941
H 1.9569 -1.0150 -6.1823
H 0.8103 -1.9744 -5.0975
Cl 1.7182 0.2734 4.7073
C 0.4179 0.5690 3.5666
C -0.7500 1.2710 4.1676
Cl -1.5431 0.2202 5.3987
H 0.1480 -0.3901 3.1298
H 0.8392 1.1536 2.7458
H -1.4741 1.5183 3.3833
H -0.4731 2.1988 4.6630
*
```

As for the orbital gap: 8.217 eV. Its calculated total energy is -5165.3069 Ha. As for the SMILES: CCN(CC)CC.CCN(CC)CC.CCN(CC)CC.CCN(CC)CC.ClCCCl.ClCCCl.ClCCCl.ClCCCl.

=====

Record 2
Formula: C10H10BrClCr
Source: the OMol25 dataset
Level of theory: ωB97M-V with the def2-TZVPD basis set

Geometry as ORCA input:
```
! RIJCOSX wB97M-V def2-TZVPD def2/J DEFGRID3
* xyz -1 4
C -1.8563 -0.6117 0.3292
C -1.1844 -1.1586 1.4411
C -0.8733 -0.0603 2.3210
H -1.0566 -2.2077 1.6291
C -1.2612 1.1446 1.6517
C -1.9054 0.8076 0.4567
H -2.3863 1.5141 -0.2241
H -2.2578 -1.2363 -0.4716
H -0.6717 -0.1275 3.3907
H -1.1350 2.1328 2.0595
Cr 0.5770 -0.1719 0.1560
Br 3.2719 -1.4152 0.5707
C 2.0020 0.6125 -1.2810
C 0.8140 1.3600 -1.3857
C -0.2339 0.4603 -1.7874
H 0.6919 2.4328 -1.2218
C 0.3253 -0.8476 -1.8781
C 1.7182 -0.7321 -1.5861
H 2.3846 -1.5861 -1.5566
H 2.9432 0.9739 -0.8856
H -1.2274 0.7558 -2.1182
H -0.1966 -1.7778 -2.1125
Cl 1.5179 -0.2615 2.5032
*
```

As for the expectation value of S²: 3.864. As for the orbital gap (alpha / beta): 5.308 / 5.713 eV. Its calculated total energy is -4465.6959 Ha.

=====

Record 3
Formula: C4H4O3
Source: the OMol25 dataset
Level of theory: ωB97M-V with the def2-TZVPD basis set

Geometry as ORCA input:
```
! RIJCOSX wB97M-V def2-TZVPD def2/J DEFGRID3
* xyz 0 1
O -0.4095 1.2508 -1.3042
C -0.8374 0.8022 -0.1029
C 0.4262 0.1466 0.3050
C -0.1743 -1.0920 0.9076
O -1.2899 -0.7588 0.0615
C 0.9475 0.4210 -0.9972
O 1.7228 1.0059 -0.0762
H -1.5962 1.3775 0.4336
H 0.3123 -2.0477 0.6796
H -0.4109 -1.0293 1.9818
H 1.3095 -0.0763 -1.8887
*
```

As for the orbital gap: 11.422 eV. Its calculated total energy is -380.3527 Ha.

=====

Record 4
Formula: C31H26AuBrN5PS
Source: the OMol25 dataset
Level of theory: ωB97M-V with the def2-TZVPD basis set

Geometry as ORCA input:
```
! RIJCOSX wB97M-V def2-TZVPD def2/J DEFGRID3
* xyz 0 1
Au 0.3162 -1.0761 1.5530
N 0.6383 -5.3733 0.2827
C 0.3263 -4.1312 0.6786
S 1.6736 -3.1085 1.0172
N -0.9525 -3.8414 0.7316
N -1.2758 -2.6030 1.0380
C -2.4849 -2.1693 0.9194
C -2.7418 -0.7748 1.1083
C -4.0202 -0.2290 0.9235
C -4.1978 1.1329 1.0469
C -3.1133 1.9292 1.4108
C -1.8815 1.3191 1.5775
N -1.7044 0.0233 1.4057
H 1.6060 -5.6194 0.1847
H -0.0870 -6.0134 0.0130
H -3.3002 -2.8204 0.6189
H -4.8336 -0.8867 0.6590
H -5.1624 1.5794 0.8563
H -3.2145 2.9936 1.5535
H -0.9953 1.8809 1.8460
N 1.3289 0.1587 0.2830
P 1.0311 0.6608 -1.1513
C -0.3438 0.0127 -2.2083
C -1.6456 0.2108 -1.7586
C -2.7174 -0.3460 -2.4313
C -2.4991 -1.0866 -3.5806
C -1.2126 -1.2430 -4.0664
C -0.1378 -0.7011 -3.3844
C 0.8157 2.4785 -1.2636
C 0.4632 3.1559 -2.4259
C 0.2821 4.5283 -2.3913
C 0.4444 5.2264 -1.2038
C 0.8054 4.5548 -0.0464
C 0.9928 3.1844 -0.0802
C 2.5049 0.1985 -2.1160
C 3.4617 1.0887 -2.5763
C 4.6120 0.6001 -3.1747
C 4.8018 -0.7639 -3.3171
C 3.8530 -1.6557 -2.8387
C 2.7178 -1.1749 -2.2204
H -1.8076 0.8189 -0.8807
H -3.7267 -0.2138 -2.0657
H -3.3319 -1.5272 -4.1065
H -1.0416 -1.7858 -4.9852
H 0.8588 -0.8222 -3.7839
H 0.3322 2.6119 -3.3517
H 0.0066 5.0619 -3.2910
H 0.2918 6.2966 -1.1824
H 0.9354 5.1018 0.8776
H 1.2842 2.6295 0.8024
H 3.3086 2.1531 -2.4612
H 5.3699 1.2877 -3.5217
H 5.6990 -1.1363 -3.7891
H 4.0096 -2.7206 -2.9345
H 1.9871 -1.8536 -1.7996
Br 0.0749 -0.0558 8.2862
C 0.1271 -0.4509 6.4171
C -1.0582 -0.5490 5.7139
C -1.0138 -0.7999 4.3495
C 0.1957 -0.9440 3.6871
C 1.3681 -0.8791 4.4253
C 1.3458 -0.6294 5.7912
H -2.0060 -0.4244 6.2184
H -1.9501 -0.8812 3.8161
H 2.3219 -1.0224 3.9407
H 2.2655 -0.5656 6.3553
*
```

As for the orbital gap (alpha / beta): 6.103 / 6.140 eV. Its calculated total energy is -4919.8065 Ha.

=====

Record 5
Formula: C38H35N2O2PtS3Te
Source: the OMol25 dataset
Level of theory: ωB97M-V with the def2-TZVPD basis set

Geometry as ORCA input:
```
! RIJCOSX wB97M-V def2-TZVPD def2/J DEFGRID3
* xyz -1 1
Pt -0.3394 1.4021 -0.4526
C -2.5100 -1.7623 5.7438
C -1.7436 -1.1936 4.5791
C -0.6635 -0.3541 4.7475
C 0.0049 0.2142 3.6620
C 1.0898 1.1684 3.9618
O 1.2871 2.1997 3.3426
C 2.0246 0.8468 5.1036
C 2.6292 1.9006 5.7842
C 3.5394 1.6503 6.7978
C 3.8711 0.3407 7.1241
C 3.2855 -0.7132 6.4381
C 2.3572 -0.4620 5.4367
C -0.3611 -0.0755 2.3136
O 0.3145 0.4602 1.3510
C -1.4435 -1.0039 2.1471
C -2.1001 -1.4943 3.2668
C -1.8890 -1.5282 0.8248
N -1.0590 -1.6508 -0.1270
C -1.5069 -2.1074 -1.4397
C -2.3076 -1.0355 -2.1675
Te -2.9287 -1.6623 -4.1141
C -4.2316 -3.1848 -3.4327
C -3.7698 -4.4838 -3.2308
C -4.6370 -5.4848 -2.8124
C -5.9775 -5.1989 -2.5959
C -6.4440 -3.9066 -2.7861
C -5.5760 -2.9054 -3.2003
C -3.3395 -1.9299 0.7403
C -3.6979 -3.2659 0.5904
C -5.0346 -3.6353 0.5281
C -6.0255 -2.6689 0.6141
C -5.6738 -1.3342 0.7690
C -4.3386 -0.9650 0.8387
H -2.0250 -1.5115 6.6883
H -2.5812 -2.8509 5.6840
H -3.5302 -1.3723 5.7814
H -0.3405 -0.0977 5.7519
H 2.3685 2.9125 5.5009
H 3.9947 2.4743 7.3330
H 4.5879 0.1434 7.9117
H 3.5497 -1.7343 6.6826
H 1.8944 -1.2808 4.9009
H -2.9299 -2.1754 3.1091
H -2.0900 -3.0319 -1.3750
H -0.6132 -2.3296 -2.0255
H -1.7070 -0.1410 -2.3321
H -3.2053 -0.7429 -1.6281
H -2.7255 -4.7117 -3.4044
H -4.2634 -6.4899 -2.6578
H -6.6549 -5.9803 -2.2732
H -7.4864 -3.6726 -2.6070
H -5.9437 -1.8970 -3.3427
H -2.9236 -4.0222 0.5311
H -5.2997 -4.6773 0.4015
H -7.0688 -2.9547 0.5556
H -6.4430 -0.5742 0.8372
H -4.0489 0.0735 0.9581
C -3.2380 3.5958 -3.2688
C -2.5803 2.9953 -2.0542
S -0.9200 2.4810 -2.3428
C -3.1616 2.8276 -0.8623
C -4.5748 3.2155 -0.5251
S -2.2923 2.0889 0.4790
H -2.4949 4.1174 -3.8755
H -4.0153 4.3144 -3.0061
H -3.6878 2.8249 -3.9016
H -5.0462 3.7955 -1.3181
H -4.6013 3.8045 0.3954
H -5.1897 2.3260 -0.3533
S 1.6666 0.7122 -1.4801
C 2.9090 1.3154 -0.5035
N 2.7034 1.7019 0.7800
C 3.6604 2.2343 1.5691
C 4.9303 2.4071 1.1059
C 5.2081 2.0063 -0.2180
C 4.2282 1.4743 -1.0021
H 1.7668 1.5135 1.1832
H 3.3233 2.5012 2.5604
H 5.6891 2.8378 1.7413
H 6.2056 2.1344 -0.6207
H 4.4130 1.1797 -2.0249
*
```

As for the orbital gap: 5.696 eV. Its calculated total energy is -3311.0737 Ha.

=====

Record 6
Formula: C30H43BrCl2NPTb
Source: the OMol25 dataset
Level of theory: ωB97M-V with the def2-TZVPD basis set

Geometry as ORCA input:
```
! RIJCOSX wB97M-V def2-TZVPD def2/J DEFGRID3
* xyz -1 7
P 0.0778 -0.6989 -0.8358
C 1.6243 -0.0706 -1.7554
C 1.8880 -0.4846 -3.2139
C 3.2837 -0.0357 -3.6717
C 3.5803 1.4465 -3.4011
C 3.1523 1.9198 -2.0038
C 1.7365 1.4533 -1.6382
C -1.3474 0.1879 -1.6705
C -1.1906 0.3659 -3.1796
C -2.4954 0.8795 -3.7930
C -2.9751 2.1801 -3.1416
C -2.9376 2.1612 -1.5999
C -1.6616 1.5394 -1.0076
C -0.1043 -2.4060 -1.6060
C 1.0749 -3.2989 -1.1910
C 0.9999 -4.6800 -1.8661
C -0.3435 -5.3817 -1.6496
C -1.5542 -4.4715 -1.8757
C -1.4250 -3.0846 -1.2272
H 2.4070 -0.5277 -1.1209
H 1.1465 -0.0202 -3.8772
H 1.7882 -1.5707 -3.3572
H 3.3829 -0.2327 -4.7473
H 4.0388 -0.6505 -3.1619
H 4.6547 1.6287 -3.5295
H 3.0646 2.0585 -4.1536
H 3.8509 1.5264 -1.2498
H 3.1962 3.0166 -1.9525
H 1.4985 1.7824 -0.6188
H 1.0204 1.9343 -2.3201
H -2.2016 -0.4882 -1.4898
H -3.2652 0.1047 -3.6747
H -0.9029 -0.5737 -3.6732
H -0.3932 1.0968 -3.3774
H -2.3480 1.0335 -4.8694
H -4.0019 2.3842 -3.4716
H -2.3559 3.0136 -3.5033
H -3.0502 3.1882 -1.2238
H -3.8061 1.5899 -1.2378
H -1.7853 1.4193 0.0804
H -0.8177 2.2313 -1.1525
H -0.0890 -2.2401 -2.7001
H 2.0448 -2.8338 -1.4253
H 1.0472 -3.4306 -0.0976
H 1.1778 -4.5631 -2.9447
H 1.8143 -5.3037 -1.4772
H -0.3759 -5.7608 -0.6221
H -0.4120 -6.2499 -2.3156
H -2.4585 -4.9591 -1.4932
H -1.7016 -4.3423 -2.9565
H -2.2863 -2.4733 -1.5259
H -1.4841 -3.1641 -0.1324
Tb -0.0431 -0.2376 2.6573
Cl -2.0118 -1.6923 2.0464
Cl 2.2599 0.3861 1.8121
C -0.6349 1.7390 3.7821
H -1.1091 1.6586 4.7746
C -0.5633 3.0946 3.4145
C -1.1673 4.1401 4.2054
C -1.2986 5.4222 3.6924
C -0.7870 5.7565 2.4176
C -0.0555 4.7962 1.6914
C 0.0911 3.5135 2.1882
H -1.5203 3.8826 5.2087
H -1.7925 6.1865 4.2996
H 0.4082 5.0764 0.7441
H 0.7161 2.7718 1.6862
H -0.9266 6.7651 2.0223
Br -1.8419 -3.5771 7.3616
C -0.4799 -2.5164 6.6020
C 0.5401 -2.0031 7.4037
C 1.5258 -1.2164 6.8126
C 1.4130 -0.8712 5.4688
N 0.3882 -1.3203 4.7102
C -0.5513 -2.1551 5.2528
H 0.5313 -2.2117 8.4674
H 2.3619 -0.8348 7.3868
H 2.1357 -0.2111 4.9829
H -1.3683 -2.4869 4.6084
*
```

As for the expectation value of S²: 12.956. As for the orbital gap (alpha / beta): 4.319 / 6.107 eV. Its calculated total energy is -5883.8937 Ha.

=====

Record 7
Formula: C5H17NO3
Source: the OMol25 dataset
Level of theory: ωB97M-V with the def2-TZVPD basis set

Geometry as ORCA input:
```
! RIJCOSX wB97M-V def2-TZVPD def2/J DEFGRID3
* xyz 1 2
C 1.8749 -0.7994 -0.6131
N 0.7961 0.1046 -0.2054
C -0.4535 0.0882 -0.9381
C -1.0624 1.5795 -0.8631
C 0.0536 2.5825 -1.3225
O -1.2206 1.7225 0.5408
C -1.6029 -0.8942 -0.3992
H 1.6398 -1.9503 -0.8597
H 2.6489 -0.8205 0.2205
H 2.2740 -0.2918 -1.5565
H 0.7116 0.1104 0.7395
H -0.2231 -0.0590 -2.0654
H -2.0385 1.7141 -1.4977
H -0.4869 3.5112 -1.1898
H 0.3652 2.2514 -2.2827
H 0.9042 2.7010 -0.6556
H -2.0200 1.2672 0.7944
H -1.5719 -0.6077 0.6671
H -2.5837 -0.7331 -0.8880
H -1.1191 -1.9017 -0.4137
H 0.3931 -2.5181 1.4774
H -0.4729 -3.1847 0.4864
O 0.3485 -3.3203 0.9806
H 0.5166 -0.5538 3.8209
H 1.1620 0.4659 2.9149
O 1.1672 -0.4641 3.1079
*
```

As for the expectation value of S²: 0.755. As for the orbital gap (alpha / beta): 11.845 / 6.826 eV. Its calculated total energy is -480.8043 Ha.

=====

Record 8
Formula: C6H18BN4O11P
Source: the OMol25 dataset
Level of theory: ωB97M-V with the def2-TZVPD basis set

Geometry as ORCA input:
```
! RIJCOSX wB97M-V def2-TZVPD def2/J DEFGRID3
* xyz 0 1
C -2.1216 -3.4743 0.9780
C -1.8758 -2.0004 0.7472
O -0.4823 -1.7668 0.5710
B -0.0179 -0.6334 -0.0010
O 1.2764 -0.2376 0.2013
O -0.8029 0.1562 -0.8816
C -1.0827 1.3893 -0.4236
O -0.7610 2.3816 -0.9946
N -1.8064 1.4128 0.8035
P -0.8915 1.6563 2.2082
O 0.5192 1.9900 1.9417
H -1.5547 -3.7801 1.8536
H -3.1804 -3.6470 1.1517
H -1.7963 -4.0461 0.1116
H -2.4589 -1.6623 -0.1131
H -2.2357 -1.4601 1.6258
H 1.3935 0.4533 0.8739
H -2.4397 0.6270 0.9079
H -1.5811 2.6205 2.9438
H -1.0612 0.4533 2.9171
C -0.2144 -2.8800 5.0993
N -1.2921 -1.8877 4.8342
O -1.3156 -0.8758 5.4972
O -2.0813 -2.1595 3.9505
H 0.4060 -2.5007 5.9014
H -0.6959 -3.8135 5.3726
H 0.3490 -2.9960 4.1782
C 0.1469 3.1240 -3.6528
N 0.1333 3.3209 -5.1284
O 1.1957 3.2931 -5.7160
O -0.9473 3.4909 -5.6495
H 1.1714 2.9861 -3.3331
H -0.2867 4.0102 -3.2034
H -0.4548 2.2528 -3.4293
C 3.2678 0.9264 -3.1213
N 4.5619 0.1965 -3.2162
O 5.5850 0.8390 -3.1231
O 4.4988 -1.0029 -3.3803
H 3.4775 1.9792 -2.9773
H 2.7311 0.7530 -4.0492
H 2.7247 0.5117 -2.2758
*
```

As for the orbital gap: 10.413 eV. Its calculated total energy is -1652.1653 Ha. As for the SMILES: CCOB(O)OC(=O)N[PH2]=O.C[N+](=O)[O-].C[N+](=O)[O-].C[N+](=O)[O-].

=====

- Among the records above, which one has the highest calculated total energy?
  C4H4O3

=====

- Number 1 is which compound?
  C32H76Cl8N4

=====

- Look up the calculated total energy of the seventh one.
  -480.8043 Ha

=====

- The highest calculated total energy belongs to which entry?
  C4H4O3